1.
{"formula": "C40H91Cl10N8O12P", "method": "ωB97M-V/def2-TZVPD", "symbols": ["C", "O", "N", "C", "C", "H", "H", "H", "H", "H", "H", "H", "C", "O", "N", "C", "C", "H", "H", "H", "H", "H", "H", "H", "C", "O", "N", "C", "C", "H", "H", "H", "H", "H", "H", "H", "C", "O", "N", "C", "C", "H", "H", "H", "H", "H", "H", "H", "C", "O", "N", "C", "C", "H", "H", "H", "H", "H", "H", "H", "C", "O", "N", "C", "C", "H", "H", "H", "H", "H", "H", "H", "C", "O", "N", "C", "C", "H", "H", "H", "H", "H", "H", "H", "C", "O", "N", "C", "C", "H", "H", "H", "H", "H", "H", "H", "Cl", "C", "C", "Cl", "H", "H", "H", "H", "Cl", "C", "C", "Cl", "H", "H", "H", "H", "Cl", "C", "C", "Cl", "H", "H", "H", "H", "Cl", "C", "C", "Cl", "H", "H", "H", "H", "Cl", "C", "C", "Cl", "H", "H", "H", "H", "C", "C", "O", "P", "O", "O", "C", "C", "O", "C", "C", "H", "H", "H", "H", "H", "H", "H", "H", "H", "H", "H", "H", "H", "H", "H"], "positions_angstrom": [[0.23, 8.95, 5.00], [1.07, 8.83, 5.97], [0.13, 8.35, 3.81], [-0.74, 9.01, 2.87], [1.09, 7.29, 3.33], [-0.56, 9.71, 5.12], [-1.44, 9.68, 3.36], [-1.25, 8.27, 2.26], [-0.13, 9.45, 2.09], [0.63, 6.50, 2.75], [1.88, 7.80, 2.78], [1.62, 6.82, 4.16], [5.02, 4.97, -4.44], [3.79, 4.94, -4.60], [5.58, 4.81, -3.28], [7.03, 4.98, -3.14], [4.83, 4.71, -2.05], [5.78, 5.01, -5.24], [7.25, 5.79, -2.44], [7.51, 5.20, -4.09], [7.46, 4.12, -2.62], [5.17, 3.90, -1.39], [4.98, 5.64, -1.51], [3.76, 4.53, -2.11], [3.66, -9.21, 4.78], [3.20, -9.55, 3.73], [3.88, -7.88, 5.13], [4.70, -7.56, 6.36], [3.63, -6.75, 4.24], [3.96, -9.88, 5.60], [4.35, -6.74, 7.00], [5.73, -7.27, 6.15], [4.76, -8.36, 7.10], [4.50, -6.61, 3.60], [2.82, -7.00, 3.56], [3.29, -5.86, 4.76], [9.58, -4.88, -6.86], [9.32, -5.44, -7.91], [9.38, -5.41, -5.65], [9.62, -4.54, -4.48], [9.04, -6.81, -5.42], [9.89, -3.82, -6.86], [10.60, -4.65, -4.00], [8.86, -4.76, -3.73], [9.44, -3.50, -4.71], [8.07, -6.86, -4.92], [9.03, -7.38, -6.35], [9.81, -7.18, -4.74], [-1.63, -5.69, 6.75], [-1.32, -5.02, 7.72], [-2.81, -5.64, 6.08], [-3.01, -6.42, 4.84], [-3.85, -4.70, 6.55], [-1.01, -6.52, 6.39], [-2.48, -7.37, 4.78], [-2.73, -5.84, 3.96], [-4.00, -6.86, 4.77], [-3.69, -4.47, 7.60], [-3.76, -3.78, 5.97], [-4.83, -5.18, 6.49], [-3.05, -3.96, -5.70], [-3.11, -5.13, -5.36], [-3.98, -3.03, -5.58], [-3.92, -1.77, -6.29], [-5.26, -3.25, -4.87], [-2.13, -3.60, -6.20], [-3.03, -1.63, -6.89], [-4.08, -0.93, -5.61], [-4.72, -1.52, -6.99], [-5.44, -2.64, -3.99], [-6.10, -3.24, -5.56], [-5.37, -4.26, -4.48], [-0.45, 9.10, -5.52], [-0.55, 9.94, -4.62], [-0.82, 9.32, -6.77], [-1.40, 10.54, -7.29], [-0.58, 8.29, -7.87], [-0.06, 8.07, -5.46], [-2.08, 10.32, -8.12], [-0.68, 11.32, -7.55], [-2.12, 10.93, -6.57], [-0.32, 7.29, -7.55], [-1.49, 8.06, -8.43], [0.08, 8.57, -8.69], [-6.87, 6.21, -2.91], [-6.32, 5.43, -3.72], [-7.62, 5.84, -1.89], [-8.00, 4.49, -1.56], [-8.12, 6.79, -0.92], [-6.88, 7.30, -3.07], [-7.71, 3.77, -2.33], [-9.08, 4.33, -1.58], [-7.63, 4.16, -0.59], [-7.86, 6.61, 0.13], [-7.95, 7.86, -1.03], [-9.18, 6.55, -0.97], [-2.64, -10.63, -1.72], [-2.85, -8.99, -1.03], [-1.50, -8.25, -1.13], [-1.80, -6.53, -0.83], [-3.15, -9.08, 0.02], [-3.65, -8.46, -1.55], [-1.11, -8.42, -2.13], [-0.85, -8.62, -0.33], [8.63, -3.10, 2.94], [9.95, -1.80, 2.92], [9.24, -0.44, 3.13], [8.56, -0.09, 1.53], [10.52, -1.90, 1.99], [10.59, -2.06, 3.76], [9.94, 0.38, 3.19], [8.41, -0.48, 3.84], [-5.27, 3.52, 5.41], [-3.94, 4.49, 6.05], [-2.56, 3.82, 5.94], [-2.66, 2.06, 6.24], [-4.12, 4.70, 7.10], [-3.86, 5.45, 5.55], [-1.70, 4.23, 6.46], [-2.12, 3.89, 4.94], [3.55, 1.97, 7.06], [3.40, 1.36, 5.39], [2.94, -0.11, 5.52], [4.14, -1.04, 6.41], [4.36, 1.46, 4.87], [2.65, 1.91, 4.82], [2.53, -0.51, 4.59], [2.05, -0.16, 6.16], [-11.48, -6.76, 3.15], [-10.75, -6.25, 1.60], [-9.27, -6.56, 1.42], [-8.83, -5.76, -0.06], [-11.04, -5.21, 1.41], [-11.27, -6.86, 0.86], [-9.08, -7.63, 1.31], [-8.58, -6.23, 2.19], [2.45, -1.33, -0.98], [1.41, -0.94, -1.99], [0.19, -0.85, -1.34], [-0.35, 0.55, -0.65], [0.26, 1.02, 0.62], [-1.97, 0.28, -0.60], [-2.53, -0.16, 0.58], [-3.74, -1.00, 0.28], [-0.21, 1.56, -1.95], [-1.18, 2.62, -2.22], [-1.45, 3.56, -1.03], [2.49, -0.56, -0.21], [2.37, -2.34, -0.56], [3.42, -1.31, -1.48], [1.61, -0.07, -2.61], [1.34, -1.75, -2.72], [-1.86, -0.65, 1.29], [-2.79, 0.77, 1.08], [-4.41, -0.48, -0.41], [-3.48, -1.99, -0.09], [-4.33, -1.17, 1.18], [-0.64, 3.32, -2.86], [-2.08, 2.17, -2.65], [-1.94, 3.02, -0.23], [-0.61, 4.11, -0.60], [-2.17, 4.33, -1.32]], "mulliken_charge": [0.153, -0.621, 0.136, -0.871, -0.915, 0.249, 0.299, 0.287, 0.328, 0.297, 0.349, 0.311, 0.225, -0.640, 0.113, -0.850, -0.950, 0.247, 0.313, 0.291, 0.292, 0.307, 0.344, 0.309, 0.133, -0.551, 0.096, -0.912, -0.936, 0.284, 0.309, 0.338, 0.303, 0.310, 0.303, 0.326, 0.145, -0.584, 0.085, -0.974, -0.866, 0.295, 0.290, 0.330, 0.362, 0.295, 0.303, 0.320, 0.136, -0.590, 0.138, -0.958, -0.904, 0.285, 0.333, 0.327, 0.309, 0.295, 0.305, 0.324, 0.183, -0.605, 0.152, -0.908, -1.016, 0.277, 0.289, 0.315, 0.344, 0.305, 0.348, 0.321, 0.269, -0.645, 0.071, -0.972, -0.934, 0.251, 0.340, 0.284, 0.345, 0.305, 0.345, 0.342, 0.189, -0.628, 0.102, -0.986, -0.863, 0.282, 0.313, 0.356, 0.321, 0.293, 0.294, 0.328, -0.201, -0.425, -0.405, -0.190, 0.282, 0.321, 0.324, 0.293, -0.186, -0.434, -0.419, -0.188, 0.334, 0.284, 0.266, 0.341, -0.163, -0.318, -0.456, -0.185, 0.280, 0.280, 0.348, 0.215, -0.182, -0.349, -0.456, -0.187, 0.292, 0.257, 0.331, 0.296, -0.207, -0.490, -0.319, -0.188, 0.343, 0.291, 0.273, 0.298, -0.979, -0.284, -0.125, 0.708, -0.649, -0.166, -0.182, -1.236, -0.395, -0.206, -0.985, 0.265, 0.254, 0.369, 0.278, 0.290, 0.348, 0.253, 0.287, 0.288, 0.413, 0.291, 0.265, 0.199, 0.289, 0.405], "homo_energy_ev": -9.27, "e_tot_ha": -7862.8331, "spin_multiplicity": 1}

---

2.
{"formula": "C61H71AsN2OP2SSn", "method": "ωB97M-V/def2-TZVPD", "symbols": ["Sn", "C", "C", "C", "P", "C", "C", "C", "C", "C", "C", "C", "C", "C", "C", "N", "C", "C", "C", "C", "C", "C", "C", "P", "C", "C", "C", "C", "C", "C", "H", "H", "H", "H", "H", "H", "H", "H", "H", "H", "H", "H", "H", "H", "H", "H", "H", "H", "H", "H", "H", "H", "H", "H", "H", "H", "H", "H", "H", "H", "H", "H", "H", "H", "H", "H", "H", "H", "H", "H", "C", "C", "C", "C", "C", "C", "C", "C", "S", "C", "N", "C", "C", "C", "C", "C", "C", "C", "C", "H", "H", "H", "H", "H", "H", "H", "H", "H", "H", "H", "H", "H", "H", "H", "H", "O", "As", "C", "C", "C", "C", "C", "C", "C", "C", "C", "C", "C", "C", "C", "C", "C", "C", "C", "C", "H", "H", "H", "H", "H", "H", "H", "H", "H", "H", "H", "H", "H", "H", "H"], "positions_angstrom": [[-0.24, -0.41, -0.35], [4.07, -0.77, 1.82], [4.27, -0.66, 0.30], [5.58, 0.07, 0.02], [2.67, -0.08, -0.51], [2.74, -0.84, -2.22], [2.04, 0.03, -3.27], [4.10, -1.28, -2.75], [2.69, 1.71, -0.82], [3.78, 2.33, -1.45], [3.83, 3.67, -1.78], [5.05, 4.29, -2.41], [2.68, 4.42, -1.51], [1.57, 3.85, -0.94], [1.51, 2.48, -0.55], [0.35, 1.95, -0.02], [-0.55, 2.80, 0.63], [-0.16, 3.78, 1.56], [-1.08, 4.57, 2.24], [-2.45, 4.43, 2.03], [-3.46, 5.25, 2.79], [-2.85, 3.49, 1.09], [-1.94, 2.68, 0.39], [-2.40, 1.42, -0.83], [-4.24, 1.22, -0.86], [-5.09, 2.36, -1.43], [-4.77, 0.75, 0.50], [-1.88, 2.17, -2.44], [-2.22, 3.65, -2.67], [-2.32, 1.28, -3.60], [4.83, -1.44, 2.25], [3.09, -1.15, 2.07], [4.18, 0.20, 2.29], [4.34, -1.68, -0.08], [5.52, 1.11, 0.33], [5.87, 0.04, -1.03], [6.39, -0.40, 0.60], [2.13, -1.73, -2.07], [2.65, 0.90, -3.53], [1.07, 0.39, -2.92], [1.88, -0.56, -4.18], [4.76, -0.43, -2.94], [3.95, -1.80, -3.71], [4.61, -1.98, -2.09], [4.64, 1.72, -1.70], [5.51, 3.62, -3.14], [5.82, 4.52, -1.66], [4.80, 5.22, -2.92], [2.66, 5.47, -1.78], [0.69, 4.46, -0.78], [0.89, 3.92, 1.75], [-0.72, 5.30, 2.96], [-3.00, 6.17, 3.18], [-3.86, 4.70, 3.64], [-4.30, 5.53, 2.16], [-3.91, 3.39, 0.89], [-4.34, 0.37, -1.54], [-4.89, 3.32, -0.95], [-6.15, 2.13, -1.28], [-4.94, 2.49, -2.50], [-4.91, 1.58, 1.19], [-4.09, 0.04, 0.97], [-5.73, 0.25, 0.37], [-0.79, 2.10, -2.36], [-3.28, 3.80, -2.88], [-1.65, 4.02, -3.53], [-1.95, 4.25, -1.80], [-3.41, 1.34, -3.76], [-2.07, 0.23, -3.42], [-1.84, 1.58, -4.53], [4.01, 3.11, 2.12], [3.50, 3.07, 3.57], [4.67, 2.67, 4.48], [3.06, 4.49, 3.94], [2.33, 2.10, 3.78], [1.88, 1.91, 5.10], [0.85, 1.05, 5.41], [0.22, 0.39, 4.36], [-1.12, -0.71, 4.43], [-1.13, -0.80, 2.70], [-0.20, -0.11, 2.11], [0.61, 0.57, 3.04], [1.69, 1.42, 2.76], [-2.12, -1.60, 1.96], [-3.17, -2.27, 2.61], [-4.08, -2.99, 1.86], [-3.93, -3.05, 0.47], [-2.89, -2.37, -0.15], [-1.97, -1.62, 0.58], [4.84, 3.82, 2.05], [3.24, 3.43, 1.42], [4.38, 2.14, 1.78], [5.54, 3.29, 4.26], [4.96, 1.62, 4.33], [4.42, 2.80, 5.54], [3.91, 5.18, 3.86], [2.67, 4.54, 4.96], [2.27, 4.84, 3.27], [2.37, 2.43, 5.92], [0.53, 0.91, 6.43], [1.98, 1.55, 1.72], [-3.28, -2.21, 3.69], [-4.90, -3.50, 2.34], [-4.63, -3.63, -0.12], [-2.79, -2.43, -1.24], [0.95, -2.79, 0.11], [1.23, -4.41, 0.06], [2.08, -4.83, -1.61], [1.55, -4.15, -2.71], [2.12, -4.33, -3.97], [3.21, -5.17, -4.12], [3.75, -5.83, -3.03], [3.18, -5.67, -1.77], [2.27, -4.91, 1.60], [2.92, -6.12, 1.80], [3.62, -6.35, 2.97], [3.65, -5.38, 3.96], [2.99, -4.17, 3.78], [2.30, -3.93, 2.59], [-0.35, -5.50, 0.15], [-1.11, -5.45, 1.32], [-2.27, -6.20, 1.41], [-2.66, -7.01, 0.35], [-1.91, -7.05, -0.81], [-0.75, -6.30, -0.92], [0.72, -3.47, -2.57], [1.71, -3.80, -4.82], [3.66, -5.30, -5.10], [4.61, -6.48, -3.15], [3.62, -6.17, -0.92], [2.86, -6.91, 1.06], [4.12, -7.30, 3.12], [4.20, -5.56, 4.88], [3.01, -3.41, 4.54], [1.80, -2.98, 2.42], [-0.80, -4.82, 2.14], [-2.87, -6.16, 2.32], [-3.57, -7.59, 0.43], [-2.23, -7.67, -1.64], [-0.16, -6.33, -1.83]], "mulliken_charge": [1.666, -0.640, 1.036, -1.733, -0.293, 2.821, -1.578, -1.665, 0.189, -0.387, 0.686, -1.618, -1.159, -0.372, -0.378, 0.886, -0.859, 0.341, -1.036, 0.171, -1.699, -0.212, 0.040, 0.916, 0.530, -1.561, -1.264, 1.667, -1.644, -1.590, 0.671, -0.339, -0.398, 0.300, 0.256, 0.274, 0.471, -1.090, 0.347, 0.298, 0.402, 0.284, 0.451, 0.358, 0.160, 0.365, 0.257, 0.413, 0.358, 0.412, -0.008, 0.395, 0.402, 0.272, 0.378, 0.088, 0.522, 0.151, 0.512, 0.333, 0.240, 0.178, 0.537, -0.704, 0.279, 0.449, 0.305, 0.322, 0.274, 0.477, -1.681, 2.388, -1.829, -1.755, 0.339, -0.282, -1.251, 1.009, -0.559, 0.315, 1.261, -1.718, 0.059, 0.506, -0.358, -1.133, -0.821, -0.717, 0.470, 0.704, 0.154, -0.165, 0.478, 0.285, 0.366, 0.470, 0.341, 0.264, 0.440, 0.442, -0.369, 0.423, 0.445, 0.441, 0.384, 1.122, 0.179, 0.485, -0.522, -0.606, -0.524, -0.698, -0.543, 0.271, -0.345, -0.749, -0.570, -0.695, 0.063, 0.278, -0.364, -0.507, -0.594, -0.764, -0.322, 0.300, 0.408, 0.378, 0.422, 0.245, 0.394, 0.420, 0.383, 0.487, -0.031, 0.147, 0.415, 0.391, 0.413, 0.376], "homo_energy_ev": -5.88, "e_tot_ha": -6082.7888, "spin_multiplicity": 1}

---

3.
{"formula": "C3H7N3OS", "method": "ωB97M-V/def2-TZVPD", "symbols": ["C", "C", "C", "H", "H", "H", "H", "H", "H", "H", "N", "N", "N", "O", "S"], "positions_angstrom": [[-1.18, -0.72, 1.90], [-1.37, 0.11, -0.99], [2.09, 1.00, 0.36], [-1.77, 0.14, 2.46], [-1.20, -1.64, 2.62], [-0.09, -0.17, 1.63], [-2.46, -2.14, 0.83], [-1.64, 0.90, -1.81], [0.10, -1.01, -0.23], [3.01, 1.62, 0.25], [-1.69, -1.37, 0.74], [-2.32, -0.27, -0.24], [-0.01, -0.29, -0.94], [1.47, 0.76, 1.41], [1.45, 0.46, -1.34]], "mulliken_charge": [-0.321, 0.117, 0.112, 0.201, 0.280, 0.094, 0.288, 0.312, 0.400, 0.326, -0.388, -0.481, -0.347, -0.561, -0.033], "homo_energy_ev": -8.71, "e_tot_ha": -756.0709, "spin_multiplicity": 1}